The molecule C17H17ClN2O6S in a non-equilibrium geometry, computed with the ωB97M-V functional and the def2-TZVPD basis.

The molar mass comes out at 412.9 g/mol. The LUMO energy comes out at 0.401 eV. The value obtained for the frontier orbital gap is 0.3007 Ha. Its energy above the lowest of the compared OMol25 structures with the same formula, charge and spin is 12.5 kcal per mole. As for the SMILES: COc1ccc(Cl)cc1N(CC(=O)Nc1ccc2c(c1)OCO2)S(C)(=O)=O. The max |F| is 1.25 eV Å⁻¹. As for the HOMO energy: -7.8 eV.

Last columns: bonded neighbours and bond lengths (Å).
Atoms and positions in Å:
1 C 0.58329 1.22070 1.58326  H2 1.093, H3 1.091, O4 1.416, H44 1.090
2 H 0.13150 0.24621 1.38304  C1 1.093
3 H 0.54188 1.82841 0.67821  C1 1.091
4 O 1.90853 1.10542 2.06942  C1 1.416, C5 1.357
5 C 2.94110 0.86782 1.22155  O4 1.357, C6 1.399, C10 1.401
6 C 4.18970 1.31159 1.66924  C5 1.399, C7 1.377, H43 1.078
7 C 5.33681 1.11296 0.93359  C6 1.377, C8 1.389, H42 1.078
8 C 5.25415 0.45802 -0.28808  C7 1.389, C9 1.381, Cl41 1.725
9 C 4.03616 -0.00220 -0.74920  C8 1.381, C10 1.392, H40 1.079
10 C 2.87631 0.19070 -0.00318  C5 1.401, C9 1.392, N11 1.422
11 N 1.65011 -0.36333 -0.46163  C10 1.422, S12 1.691, C19 1.462
12 S 1.60493 -2.04393 -0.28331  N11 1.691, O13 1.431, O14 1.440, C15 1.803
13 O 2.47207 -2.68886 -1.22158  S12 1.431
14 O 0.21099 -2.39909 -0.33909  S12 1.440
15 C 2.20927 -2.31398 1.39406  S12 1.803, H16 1.083, H17 1.082, H18 1.082
16 H 1.94091 -3.33065 1.65545  C15 1.083
17 H 3.28393 -2.18830 1.39776  C15 1.082
18 H 1.72484 -1.61049 2.05762  C15 1.082
19 C 1.19037 0.05067 -1.78616  N11 1.462, H20 1.095, H21 1.092, C22 1.538
20 H 1.10219 -0.82981 -2.43109  C19 1.095
21 H 1.89923 0.75052 -2.23423  C19 1.092
22 C -0.17462 0.75227 -1.68189  C19 1.538, O23 1.213, N24 1.349
23 O -0.32277 1.90310 -2.03408  C22 1.213
24 N -1.11983 -0.05683 -1.15962  C22 1.349, C25 1.399, H39 1.020
25 C -2.46421 0.21894 -0.89051  N24 1.399, C26 1.389, C30 1.404
26 C -3.05931 1.43895 -1.18662  C25 1.389, C27 1.393, H38 1.076
27 C -4.40481 1.66957 -0.91182  C26 1.393, C28 1.373, H37 1.077
28 C -5.12184 0.64908 -0.33835  C27 1.373, C29 1.397, O34 1.372
29 C -4.52433 -0.57724 -0.03745  C28 1.397, C30 1.370, O32 1.369
30 C -3.20160 -0.81962 -0.30020  C25 1.404, C29 1.370, H31 1.078
31 H -2.74127 -1.76696 -0.07250  C30 1.078
32 O -5.45387 -1.41032 0.52555  C29 1.369, C33 1.412
33 C -6.66130 -0.67864 0.55521  O32 1.412, O34 1.411, H35 1.102, H36 1.102
34 O -6.44339 0.61157 0.02853  C28 1.372, C33 1.411
35 H -7.01711 -0.59782 1.59479  C33 1.102
36 H -7.42262 -1.20007 -0.04785  C33 1.102
37 H -4.86745 2.61351 -1.14376  C27 1.077
38 H -2.46778 2.21530 -1.64049  C26 1.076
39 H -0.81792 -0.99474 -0.89563  N24 1.020
40 H 3.97194 -0.54694 -1.67831  C9 1.079
41 Cl 6.67875 0.19474 -1.22409  C8 1.725
42 H 6.28851 1.46684 1.29554  C7 1.078
43 H 4.22612 1.82248 2.61797  C6 1.078
44 H 0.03243 1.72047 2.37989  C1 1.090

The molecule C17H17ClN4O2S, computed with the ωB97M-V functional and the def2-TZVPD basis.

The molar mass comes out at 376.9 g/mol. The LUMO energy comes out at 0.530 eV. The value obtained for the frontier orbital gap is 0.3263 Ha. Its energy above the lowest of the compared OMol25 structures with the same formula, charge and spin is 3.8 kcal per mole. As for the SMILES: COCCn1c(SCC(=O)Nc2ccc(Cl)cn2)nc2ccccc21. The max |F| is 0.75 eV Å⁻¹. As for the HOMO energy: -8.3 eV.

Last columns: bonded neighbours and bond lengths (Å).
Atoms and positions in Å:
1 C 1.37856 1.49228 2.17781  H2 1.089, O3 1.413, H41 1.095, H42 1.096
2 H 2.03038 0.62168 2.22585  C1 1.089
3 O 0.18450 1.05841 1.55948  C1 1.413, C4 1.405
4 C -0.79948 2.04857 1.40452  O3 1.405, C5 1.546, H39 1.097, H40 1.095
5 C -0.64644 2.82926 0.07886  C4 1.546, N6 1.436, H37 1.092, H38 1.093
6 N -0.59555 1.89281 -1.00853  C5 1.436, C7 1.363, C14 1.379
7 C 0.53550 1.32397 -1.51273  N6 1.363, N8 1.309, S19 1.742
8 N 0.31856 0.25738 -2.24037  C7 1.309, C9 1.374
9 C -1.04352 0.07791 -2.21842  N8 1.374, C10 1.389, C14 1.413
10 C -1.82586 -0.90495 -2.81109  C9 1.389, C11 1.380, H18 1.079
11 C -3.18891 -0.84100 -2.60646  C10 1.380, C12 1.395, H17 1.080
12 C -3.76795 0.16905 -1.83784  C11 1.395, C13 1.382, H16 1.080
13 C -3.00482 1.15442 -1.24117  C12 1.382, C14 1.384, H15 1.080
14 C -1.63576 1.09423 -1.43631  N6 1.379, C9 1.413, C13 1.384
15 H -3.46001 1.93521 -0.65082  C13 1.080
16 H -4.83940 0.17983 -1.70654  C12 1.080
17 H -3.82729 -1.58880 -3.05248  C11 1.080
18 H -1.37612 -1.67970 -3.41169  C10 1.079
19 S 2.10906 2.02158 -1.24676  C7 1.742, C20 1.825
20 C 3.15964 0.56416 -1.56593  S19 1.825, H21 1.088, C22 1.526, H36 1.088
21 H 4.17355 0.95026 -1.65349  C20 1.088
22 C 3.04896 -0.35434 -0.35182  C20 1.526, O23 1.202, N24 1.368
23 O 3.84979 -0.33624 0.54500  C22 1.202
24 N 1.92431 -1.13130 -0.41528  C22 1.368, C25 1.384, H35 1.022
25 C 1.33328 -1.82580 0.62582  N24 1.384, N26 1.323, C30 1.401
26 N 1.97686 -1.92879 1.77715  C25 1.323, C27 1.317
27 C 1.40644 -2.57209 2.77517  N26 1.317, C28 1.386, H34 1.081
28 C 0.15154 -3.15190 2.66823  C27 1.386, C29 1.391, Cl33 1.726
29 C -0.53715 -3.04989 1.46379  C28 1.391, C30 1.378, H32 1.079
30 C 0.06111 -2.37679 0.42099  C25 1.401, C29 1.378, H31 1.079
31 H -0.44163 -2.26278 -0.52737  C30 1.079
32 H -1.51806 -3.48670 1.35524  C29 1.079
33 Cl -0.55142 -3.98524 4.00637  C28 1.726
34 H 1.97639 -2.62269 3.69207  C27 1.081
35 H 1.33310 -1.00081 -1.23916  N24 1.022
36 H 2.82396 0.10806 -2.49484  C20 1.088
37 H 0.27825 3.41023 0.07609  C5 1.092
38 H -1.49558 3.50400 -0.05298  C5 1.093
39 H -0.79539 2.75250 2.24642  C4 1.097
40 H -1.75486 1.51428 1.38911  C4 1.095
41 H 1.87365 2.28150 1.60328  C1 1.095
42 H 1.17783 1.85820 3.19085  C1 1.096

The molecule C17H17F3N2O3, computed with the ωB97M-V functional and the def2-TZVPD basis.

The molar mass comes out at 354.3 g/mol. The LUMO energy comes out at 0.563 eV. The value obtained for the frontier orbital gap is 0.3274 Ha. As for the SMILES: COc1ccc(CNC(=O)Nc2cccc(C(F)(F)F)c2)cc1OC. The max |F| is 0.62 eV Å⁻¹. As for the HOMO energy: -8.3 eV.

Last columns: bonded neighbours and bond lengths (Å).
Atoms and positions in Å:
1 C 5.77810 -2.52987 -1.17052  H2 1.089, O3 1.406, H41 1.095, H42 1.095
2 H 6.26408 -3.40949 -0.75053  C1 1.089
3 O 4.96735 -2.02426 -0.13971  C1 1.406, C4 1.372
4 C 4.25318 -0.87418 -0.36381  O3 1.372, C5 1.389, C9 1.410
5 C 4.23573 -0.21746 -1.58742  C4 1.389, C6 1.385, H40 1.078
6 C 3.47482 0.92144 -1.79174  C5 1.385, C7 1.383, H39 1.079
7 C 2.71745 1.44620 -0.76028  C6 1.383, C8 1.387, C16 1.507
8 C 2.74344 0.80688 0.47052  C7 1.387, C9 1.390, H15 1.080
9 C 3.49186 -0.34242 0.69693  C4 1.410, C8 1.390, O10 1.362
10 O 3.36811 -0.84664 1.95571  C9 1.362, C11 1.410
11 C 4.27128 -1.80893 2.45346  O10 1.410, H12 1.092, H13 1.092, H14 1.090
12 H 5.30774 -1.48392 2.34066  C11 1.092
13 H 4.14182 -2.77816 1.96805  C11 1.092
14 H 4.03327 -1.89786 3.51337  C11 1.090
15 H 2.17741 1.20114 1.30120  C8 1.080
16 C 1.83408 2.65206 -0.95092  C7 1.507, N17 1.448, H37 1.093, H38 1.094
17 N 0.44975 2.30886 -0.70018  C16 1.448, C18 1.353, H36 1.007
18 C -0.20920 2.74170 0.39996  N17 1.353, O19 1.210, N20 1.394
19 O 0.15221 3.66490 1.09402  C18 1.210
20 N -1.42687 2.10880 0.64357  C18 1.394, C21 1.384, H35 1.011
21 C -1.84230 0.82890 0.31914  N20 1.384, C22 1.396, C26 1.399
22 C -3.21210 0.56785 0.25420  C21 1.396, C23 1.385, H34 1.080
23 C -3.66226 -0.70590 -0.05008  C22 1.385, C24 1.388, C30 1.502
24 C -2.77259 -1.74164 -0.30048  C23 1.388, C25 1.384, H29 1.078
25 C -1.41491 -1.48620 -0.20970  C24 1.384, C26 1.382, H28 1.079
26 C -0.94765 -0.22389 0.10206  C21 1.399, C25 1.382, H27 1.080
27 H 0.11442 -0.06636 0.21429  C26 1.080
28 H -0.70885 -2.28607 -0.37002  C25 1.079
29 H -3.13812 -2.72692 -0.54062  C24 1.078
30 C -5.14127 -0.94676 -0.15148  C23 1.502, F31 1.343, F32 1.350, F33 1.341
31 F -5.85113 -0.20366 0.71259  C30 1.343
32 F -5.61681 -0.64417 -1.37787  C30 1.350
33 F -5.48312 -2.22343 0.07395  C30 1.341
34 H -3.92034 1.35931 0.44806  C22 1.080
35 H -2.05385 2.65375 1.21904  N20 1.011
36 H 0.05816 1.55901 -1.24689  N17 1.007
37 H 2.08814 3.44036 -0.23709  C16 1.093
38 H 1.93461 3.04328 -1.96756  C16 1.094
39 H 3.48226 1.39674 -2.76088  C6 1.079
40 H 4.81498 -0.60273 -2.41076  C5 1.078
41 H 5.18609 -2.82779 -2.04201  C1 1.095
42 H 6.54143 -1.80737 -1.47634  C1 1.095